# C47H61BBaF4O4

C47H61BBaF4O4 as an isolated structure in a non-equilibrium geometry (the ωB97M-V functional and the def2-TZVPD basis, the OMol25 dataset).

```
! RIJCOSX wB97M-V def2-TZVPD def2/J DEFGRID3
* xyz -2 1
C 0.4217 0.9665 -3.2231
H -1.5640 0.7991 -3.9800
H -3.2060 -1.2028 -2.0429
H 2.6387 -2.8546 -2.3867
H -1.0055 -3.2349 -5.2135
H 5.9523 3.6145 1.3852
H -3.3948 -0.3810 -4.4948
C -1.6417 1.6689 2.2609
C -1.9740 0.3260 2.5859
C 2.7706 -5.6792 1.4896
F 6.7917 0.2767 1.2727
H -4.5066 -0.5085 1.1303
C -0.4341 3.2082 -2.2063
H -3.5365 6.3838 0.0681
H -2.3596 -1.2427 -5.7037
C 1.4882 -1.0918 3.2205
C 1.3998 -1.1194 -2.4586
H -1.1165 -3.9656 -3.5231
H 1.2086 -1.7763 4.0894
H 6.0200 2.3895 2.7288
C -0.8652 -1.1523 -3.3491
C 2.1583 -2.3593 -0.3910
H 2.6355 -5.5680 3.7049
C 0.4222 -0.0188 3.0141
H 2.0545 3.7233 3.6076
H 2.4705 -0.6442 3.5171
C -3.3566 -0.1783 2.9878
C 0.7292 1.3438 2.7403
H -2.4113 2.3958 1.9656
C -0.1412 3.6020 1.6133
H 1.4586 2.8026 -3.1792
C -0.7393 0.2574 -3.5281
H -3.8330 1.5315 4.2964
C -1.6693 3.7993 -2.4531
C -1.8627 4.4209 -0.1473
C -0.8743 -0.4807 2.8150
C -4.3378 5.1061 -3.0902
C -2.0861 -1.9514 -3.7255
H -2.3989 4.8954 0.6647
C 4.2932 -5.6132 1.4272
H 1.2167 2.5520 4.6630
C 5.4350 3.1567 2.2431
C 2.4725 -1.9269 -1.8229
H -3.7785 5.9543 -3.4650
H -5.8696 4.1376 -1.0804
C 1.5649 0.2418 -2.8166
H -5.4952 0.0327 2.4119
H 3.1091 2.5933 4.5502
C 0.1335 3.3326 -0.8959
H -4.3681 1.1442 1.5388
H -0.9897 -1.5664 2.8957
C 0.2055 -1.8085 -2.7340
C -0.6785 3.7875 0.1688
C -2.4206 4.4245 -1.4080
Ba 3.3642 1.7528 0.2584
C 2.1425 -3.2829 2.2598
H 0.0344 2.8867 -4.3184
O 1.3659 3.0972 -0.6883
H -0.5621 4.3920 2.2717
H 4.6323 -5.0221 2.2872
C 1.7609 -1.4592 0.6837
C 2.3303 -4.2344 1.2497
F 4.6480 -0.5274 1.6556
H 4.2799 1.3389 -4.0801
H 4.6502 -0.0194 -2.9684
H 3.3617 -0.2593 -4.2342
C -4.0469 6.2820 -0.8975
C 2.1237 2.7303 4.0184
H -3.8193 -2.6613 -2.6956
C 2.4688 -3.6600 -0.0276
C 2.3048 -6.6169 0.3677
O 2.7839 0.9178 -2.6865
H 1.3534 -6.2967 -0.0524
C -2.9931 -1.3460 -4.8071
B 5.8173 -0.5186 0.7834
C -3.9074 4.9113 -1.5740
H 1.2799 -6.4385 2.9256
H -5.1111 6.5526 -0.6703
O 1.3396 -0.2743 0.4275
H -4.1582 4.2164 -3.7228
H -5.4265 5.3661 -3.0971
H -3.0584 -2.3149 2.3792
C 2.3577 -6.2702 2.8858
C -4.4896 0.1584 1.9870
H -2.1731 3.7395 -3.4238
H -3.8736 -1.9870 -4.9878
H 2.9967 -6.5102 -0.4938
H 2.4490 -3.5234 3.3052
H 2.8512 -7.2199 3.0262
C -1.6294 -3.3837 -4.3025
H -2.8213 -1.9429 4.1794
C -2.8926 -2.1963 -2.4544
C 3.8394 0.4416 -3.5235
C -0.3472 2.2124 2.2165
C -3.6657 0.4472 4.3587
C -4.8351 3.8998 -0.8960
H -4.3681 -2.0264 3.4856
H -2.5447 -3.9834 -4.6378
H 0.1972 -2.8595 -2.3669
F 5.4022 0.2366 -0.5019
C 1.7077 -1.9677 2.0132
F 6.3099 -1.7862 0.3956
H -2.8899 0.2186 5.0953
H -4.5842 0.0453 4.8061
H 5.0449 3.9015 2.8779
H -3.6559 7.0323 -1.5548
H -4.7453 3.9455 0.1828
O 2.0696 1.7462 2.9623
C 0.3872 2.5162 -3.3066
H 2.4183 -7.6601 0.7008
H 4.5868 -5.1954 0.4848
H 2.8491 -4.2690 -0.8104
H 4.7865 -6.6076 1.4763
H 0.9363 3.7409 1.6070
H 3.4430 -1.4069 -1.8496
H -2.2963 -2.7291 -1.6960
H -4.5863 2.9266 -1.2747
C -3.3290 -1.7402 3.2480
*
```

Output
HOMO-LUMO gap: 4.3 eV
HOMO: -0.44 eV
Lowest unoccupied orbital energy: 3.83 eV

These are the Mulliken partial charges, in e, on atoms 1 to 99: C 0.104; H 0.221; H 0.302; H 0.299; H 0.371; H 0.321; H 0.373; C -0.009; C -0.498; C 1.818; F -0.331; H 0.319; C 0.463; H 0.250; H 0.401; C -1.203; C 0.107; H 0.349; H 0.283; H 0.226; C 0.026; C -0.083; H 0.309; C -0.556; H 0.267; H 0.497; C 2.360; C 1.073; H 0.269; C -1.171; H 0.294; C -0.081; H 0.338; C -0.057; C -0.452; C -0.125; C -1.857; C 1.978; H 0.154; C -1.763; H 0.371; C -1.399; C -0.757; H 0.444; H 0.505; C 0.657; H 0.388; H 0.193; C 0.330; H 0.181; H 0.469; C -0.348; C -0.522; C 0.506; Ba 1.421; C -0.936; H 0.524; O -1.045; H 0.470; H 0.356; C 0.330; C 0.298; F -0.169; H 0.201; H 0.171; H 0.382; C -1.594; C -1.034; H 0.520; C -0.186; C -1.714; O -0.301; H 0.336; C -2.020; B 0.619; C 1.772; H 0.396; H 0.348; O -0.892; H 0.355; H 0.365; H 0.370; C -1.805; C -1.457; H 0.077; H 0.451; H 0.347; H 0.117; H 0.482; C -1.576; H 0.437; C -1.763; C -0.951; C -0.130; C -1.783; C -1.687; H 0.536; H 0.361; H 0.225